# 1
83
Properties=species:S:1:pos:R:3 method="wB97M-V/def2-TZVPD" lumo_ev="2.15 / 0.45" charge=-1 homo_lumo_gap_ev="6.9765 / 5.2632" multiplicity=2
Bi -0.58 0.51 0.50
N -2.14 0.49 -1.46
C -2.25 1.84 -1.98
C -0.99 2.67 -1.72
O -0.83 3.69 -2.36
O -0.17 2.24 -0.80
H -1.75 -0.22 -2.08
H -2.98 0.10 -1.06
H -3.06 2.35 -1.44
H -2.47 1.89 -3.04
O 0.93 1.63 1.80
N 2.18 1.19 2.03
C 3.14 2.14 1.93
C 4.44 1.87 2.21
C 4.78 0.56 2.56
C 3.81 -0.40 2.63
C 2.45 -0.11 2.35
S 1.24 -1.31 2.40
H 2.76 3.10 1.62
H 5.18 2.64 2.09
H 5.81 0.29 2.76
H 4.03 -1.42 2.87
C -4.83 -0.02 0.72
N -4.34 -0.86 1.78
C -4.82 -0.76 3.14
C -4.12 -1.93 3.82
N -3.11 -2.35 2.86
C -1.89 -2.96 3.35
C -3.22 -1.65 1.68
N -2.51 -1.66 0.61
C -1.60 -2.77 0.35
C -1.58 -3.17 -1.13
N -0.85 -2.21 -1.93
C -0.11 -2.52 -2.93
N 0.37 -1.55 -3.77
C 0.41 -0.14 -3.45
C 1.11 -2.07 -4.88
C 1.27 -3.54 -4.52
N 0.31 -3.77 -3.43
C 0.78 -4.81 -2.53
H -5.87 0.23 0.92
H -4.79 -0.58 -0.22
H -4.25 0.90 0.61
H -5.91 -0.85 3.17
H -4.56 0.20 3.60
H -4.81 -2.75 4.06
H -3.64 -1.62 4.75
H -1.77 -2.72 4.41
H -1.02 -2.56 2.84
H -1.89 -4.05 3.24
H -1.88 -3.66 0.92
H -0.56 -2.53 0.62
H -2.62 -3.23 -1.49
H -1.19 -4.18 -1.16
H 0.22 -0.01 -2.39
H -0.31 0.44 -4.03
H 1.41 0.24 -3.63
H 2.07 -1.56 -4.97
H 0.56 -1.94 -5.82
H 2.29 -3.73 -4.16
H 1.06 -4.21 -5.35
H 1.21 -5.60 -3.14
H -0.02 -5.26 -1.95
H 1.55 -4.44 -1.85
Cl -1.17 0.49 3.87
C -2.10 1.92 3.73
C -2.46 2.60 4.87
C -3.25 3.74 4.78
C -3.71 4.19 3.54
C -3.36 3.51 2.40
Cl -3.94 4.07 0.88
C -2.49 2.35 2.40
N -2.18 1.78 1.27
H -2.13 2.24 5.83
H -3.53 4.28 5.68
H -4.33 5.07 3.47
F 2.34 -0.69 -0.79
Sb 4.04 -0.92 -1.61
F 4.79 0.33 -0.40
F 3.67 0.49 -2.82
F 5.72 -1.17 -2.43
F 3.25 -2.15 -2.83
F 4.41 -2.33 -0.41



# 2
86
Properties=species:S:1:pos:R:3 method="wB97M-V/def2-TZVPD" lumo_ev="-3.69 / -3.65" charge=+1 homo_lumo_gap_ev="4.6866 / 5.7371" multiplicity=4
V 0.92 -2.21 0.11
S 6.34 -3.91 2.24
Sb 5.98 -3.89 -0.05
S 2.61 -3.20 -1.17
S 3.57 -4.78 -0.20
C -3.98 10.59 -0.98
O -2.55 10.17 -1.08
C -2.23 8.88 -0.96
C -0.92 8.49 -1.21
C -0.56 7.17 -1.20
C -1.50 6.15 -0.98
C -2.84 6.54 -0.71
C -3.20 7.86 -0.68
C -1.16 4.75 -1.10
N -2.01 3.74 -0.84
C -1.25 2.57 -0.91
C 0.09 2.87 -1.15
N 0.13 4.26 -1.33
C 1.11 1.94 -1.15
C 2.46 2.14 -1.47
C 3.39 1.15 -1.24
C 3.00 -0.05 -0.64
N 1.71 -0.37 -0.40
C 0.79 0.63 -0.65
C -0.54 0.36 -0.29
N -0.78 -0.92 0.25
C -1.95 -1.14 0.85
C -3.04 -0.29 0.80
C -2.89 0.89 0.04
C -1.62 1.28 -0.46
H -3.96 11.69 -0.89
H -4.44 10.11 -0.11
H -4.56 10.37 -1.89
H -0.20 9.31 -1.41
H 0.44 6.79 -1.55
H -3.53 5.77 -0.41
H -4.25 8.21 -0.52
H 0.87 4.91 -1.66
H 2.70 3.00 -2.06
H 4.42 1.21 -1.62
H 3.70 -0.88 -0.38
H -2.05 -2.03 1.41
H -3.93 -0.50 1.35
H -3.76 1.57 -0.15
C 3.28 -4.63 3.57
N 2.90 -3.23 3.49
C 3.67 -2.35 4.39
C 3.05 -1.02 4.11
N 1.89 -1.32 3.26
C 1.02 -0.25 2.78
C 1.92 -2.59 2.83
N 0.99 -3.00 1.92
C 0.65 -4.39 1.74
C -0.57 -4.49 0.78
N -0.38 -3.66 -0.41
C -0.99 -3.89 -1.57
N -0.59 -3.30 -2.73
C -0.13 -1.97 -2.84
C -1.34 -3.81 -3.84
C -2.08 -4.98 -3.30
N -1.90 -4.87 -1.86
C -2.67 -5.80 -1.06
H 4.28 -4.78 3.13
H 2.56 -5.24 3.02
H 3.27 -4.98 4.66
H 4.72 -2.48 4.06
H 3.51 -2.74 5.42
H 3.71 -0.33 3.59
H 2.69 -0.51 5.01
H 1.56 0.43 2.14
H 0.61 0.27 3.68
H 0.20 -0.77 2.28
H 0.38 -4.88 2.69
H 1.49 -4.94 1.24
H -1.52 -4.21 1.29
H -0.67 -5.53 0.43
H 0.70 -1.92 -3.55
H 0.36 -1.74 -1.85
H -0.90 -1.23 -3.17
H -0.71 -4.04 -4.67
H -1.98 -3.08 -4.34
H -1.71 -5.93 -3.64
H -3.13 -4.86 -3.59
H -3.21 -6.36 -1.78
H -3.38 -5.26 -0.41
H -2.05 -6.51 -0.50



# 3
19
Properties=species:S:1:pos:R:3 method="wB97M-V/def2-TZVPD" lumo_ev=1.17 charge=0 homo_lumo_gap_ev=12.5130 smiles=CCC.CC
C -1.56 -1.76 0.86
C -0.27 -1.86 0.08
C -0.30 -1.06 -1.20
H -1.84 -0.73 1.13
H -1.64 -2.37 1.76
H -2.36 -2.08 0.23
H 0.60 -1.57 0.67
H -0.09 -2.91 -0.16
H -0.34 0.03 -1.18
H 0.59 -1.32 -1.80
H -1.09 -1.39 -1.88
C 1.75 1.97 0.26
C 0.34 2.51 -0.01
H 2.27 2.64 0.94
H 1.84 1.01 0.78
H 2.39 1.97 -0.61
H 0.08 2.48 -1.06
H 0.34 3.55 0.30
H -0.42 1.99 0.59



In the order shown, the computed energy relative to the best compared isomer or geometry (same formula, charge and spin) values come out to 0.000; 1.080; 0.304 eV.